Below is 13 unconnected molecules or ions with the total composition C95H212F12N11P2, with properties calculated with ωB97M-V/def2-TZVPD.

Net charge: +9
M, g/mol: 1798.74
HOMO, eV: -23.4
Calculated total energy, hartree: -6227.05558
LUMO energy, eV: -14.072
HOMO-LUMO gap, eV: 9.3110
Maximum force, hartree/bohr: 0.051

Geometry (Å):
C -2.62 2.79 -2.28
C -3.93 3.29 -1.68
C -3.91 4.83 -1.45
N -5.20 5.40 -0.98
C -5.71 4.67 0.30
C -6.13 5.48 -2.20
C -5.64 6.72 -2.98
C -4.87 7.58 -1.99
C -4.94 6.87 -0.62
H -2.62 1.69 -2.22
H -1.78 3.03 -1.64
H -2.59 3.12 -3.30
H -4.05 2.83 -0.67
H -4.81 3.02 -2.31
H -3.69 5.28 -2.42
H -3.11 5.03 -0.73
H -4.85 4.61 0.93
H -6.07 3.66 0.00
H -6.48 5.24 0.84
H -7.14 5.47 -1.76
H -5.98 4.54 -2.77
H -6.46 7.20 -3.50
H -4.87 6.40 -3.68
H -5.30 8.57 -1.79
H -3.84 7.75 -2.32
H -5.82 7.21 -0.09
H -4.04 6.86 -0.09
C 2.46 -11.23 5.91
C 2.25 -10.03 6.81
C 1.08 -9.23 6.10
N 0.80 -7.90 6.75
C 0.60 -8.19 8.17
C -0.36 -7.16 6.21
C 0.21 -6.43 4.90
C 1.76 -6.35 5.13
C 1.90 -6.93 6.57
H 3.12 -11.92 6.46
H 2.94 -10.91 4.98
H 1.58 -11.81 5.72
H 3.16 -9.43 6.89
H 1.89 -10.39 7.76
H 0.12 -9.72 6.21
H 1.22 -9.15 5.03
H -0.10 -9.03 8.33
H 0.21 -7.30 8.66
H 1.54 -8.33 8.70
H -0.68 -6.49 6.99
H -1.22 -7.83 5.98
H -0.18 -5.42 4.76
H -0.09 -7.04 4.07
H 2.16 -5.31 5.08
H 2.29 -7.06 4.49
H 1.63 -6.10 7.24
H 2.88 -7.31 6.85
C 3.41 3.29 9.08
C 3.78 2.03 8.16
C 3.47 0.88 9.08
N 3.52 -0.54 8.50
C 3.27 -1.51 9.63
C 4.75 -0.96 7.80
C 4.25 -2.26 7.10
C 2.77 -2.06 6.79
C 2.44 -0.77 7.50
H 2.37 3.15 9.35
H 3.54 4.28 8.63
H 4.05 3.30 10.00
H 4.84 1.99 7.92
H 3.17 1.93 7.27
H 2.45 0.93 9.43
H 4.14 0.95 9.96
H 3.22 -2.53 9.27
H 2.36 -1.18 10.16
H 4.09 -1.52 10.35
H 5.66 -1.11 8.40
H 4.88 -0.15 7.09
H 4.43 -3.13 7.73
H 4.92 -2.43 6.28
H 2.15 -2.91 7.16
H 2.64 -1.93 5.71
H 1.49 -0.71 8.01
H 2.50 0.11 6.89
C 4.05 3.49 -6.18
C 5.13 3.66 -7.20
C 6.54 3.55 -6.59
N 7.47 4.62 -7.05
C 7.54 4.50 -8.54
C 8.74 4.40 -6.24
C 8.48 5.00 -4.85
C 7.43 6.14 -5.14
C 7.06 6.00 -6.62
H 4.00 4.40 -5.58
H 4.19 2.60 -5.58
H 3.07 3.38 -6.67
H 5.01 4.61 -7.72
H 4.98 2.82 -7.94
H 6.94 2.59 -6.91
H 6.53 3.49 -5.50
H 7.56 3.45 -8.85
H 8.45 4.99 -8.86
H 6.76 5.04 -9.02
H 9.51 4.97 -6.79
H 8.97 3.35 -6.22
H 9.38 5.38 -4.41
H 8.08 4.23 -4.19
H 7.74 7.16 -4.86
H 6.53 5.89 -4.60
H 7.72 6.65 -7.22
H 6.03 6.23 -6.86
C 6.77 -4.00 2.43
C 7.80 -3.00 2.00
C 7.03 -1.98 1.15
N 7.86 -0.93 0.47
C 6.82 0.04 -0.30
C 7.51 1.22 -0.83
C 8.24 2.01 0.29
C 9.27 1.08 0.97
C 8.52 -0.06 1.54
C 8.88 -1.61 -0.43
H 5.95 -3.51 3.01
H 7.16 -4.74 3.13
H 6.44 -4.52 1.56
H 8.63 -3.48 1.51
H 8.22 -2.49 2.87
H 6.30 -1.43 1.75
H 6.44 -2.46 0.37
H 6.15 0.34 0.52
H 6.27 -0.51 -1.06
H 6.79 1.86 -1.36
H 8.19 0.99 -1.64
H 7.53 2.43 1.04
H 8.73 2.92 -0.01
H 9.77 1.57 1.81
H 10.06 0.74 0.26
H 7.75 0.30 2.22
H 9.24 -0.74 2.05
H 8.48 -2.49 -0.95
H 9.68 -1.99 0.19
H 9.21 -0.89 -1.18
C -6.06 -1.52 0.33
C -7.30 -0.70 0.24
C -8.17 -1.38 -0.85
N -9.57 -0.88 -0.88
C -9.54 0.67 -1.05
C -8.86 1.01 -2.37
C -9.62 0.36 -3.54
C -9.69 -1.16 -3.40
C -10.33 -1.48 -2.05
C -10.28 -1.23 0.42
H -6.29 -2.50 0.76
H -5.29 -1.01 0.92
H -5.71 -1.62 -0.73
H -7.02 0.31 -0.08
H -7.75 -0.73 1.24
H -8.27 -2.46 -0.74
H -7.64 -1.30 -1.80
H -9.02 1.02 -0.16
H -10.56 0.98 -0.94
H -7.85 0.64 -2.26
H -8.81 2.08 -2.45
H -9.15 0.70 -4.48
H -10.61 0.76 -3.52
H -8.70 -1.57 -3.57
H -10.34 -1.58 -4.16
H -10.32 -2.56 -1.88
H -11.33 -1.08 -2.07
H -9.77 -0.92 1.34
H -10.45 -2.31 0.37
H -11.26 -0.78 0.53
C -5.02 -8.01 -7.93
C -4.55 -7.00 -6.88
C -4.83 -7.69 -5.54
N -4.74 -6.77 -4.26
C -5.15 -7.63 -3.04
C -4.96 -6.94 -1.69
C -3.57 -6.40 -1.62
C -3.18 -5.50 -2.82
C -3.31 -6.28 -4.08
C -5.72 -5.60 -4.28
H -4.48 -8.93 -7.71
H -4.71 -7.61 -8.89
H -6.10 -8.23 -7.90
H -5.06 -6.04 -6.94
H -3.48 -6.83 -7.01
H -4.12 -8.52 -5.41
H -5.83 -8.12 -5.55
H -4.58 -8.54 -3.10
H -6.18 -7.90 -3.14
H -5.25 -7.62 -0.89
H -5.72 -6.18 -1.55
H -2.88 -7.21 -1.54
H -3.47 -5.86 -0.71
H -2.13 -5.21 -2.79
H -3.82 -4.62 -2.74
H -2.69 -7.17 -4.01
H -3.12 -5.64 -4.95
H -5.37 -4.92 -5.02
H -5.71 -5.08 -3.36
H -6.69 -6.05 -4.53
C -5.99 1.07 3.31
C -5.35 1.04 4.75
C -3.94 0.76 4.54
N -3.11 0.77 5.85
C -3.81 -0.02 6.99
C -3.79 -1.51 6.58
C -2.35 -2.03 6.31
C -1.70 -1.22 5.13
C -1.67 0.24 5.48
C -2.96 2.21 6.27
H -7.04 1.34 3.35
H -5.93 0.08 2.84
H -5.52 1.82 2.70
H -5.88 0.27 5.34
H -5.49 2.01 5.25
H -3.45 1.44 3.84
H -3.92 -0.23 4.07
H -4.81 0.39 7.05
H -3.20 0.15 7.92
H -4.44 -1.64 5.74
H -4.22 -2.12 7.41
H -2.47 -3.07 6.07
H -1.81 -1.82 7.23
H -2.24 -1.46 4.19
H -0.71 -1.66 5.02
H -1.38 0.89 4.66
H -1.01 0.48 6.29
H -2.39 2.76 5.54
H -2.67 2.30 7.33
H -3.96 2.65 6.29
C 0.53 -5.06 -8.77
C 0.49 -3.98 -7.65
C 0.27 -2.56 -8.22
N -0.36 -1.58 -7.30
C -0.57 -0.34 -8.12
C -1.35 0.77 -7.41
C -2.73 0.21 -7.09
C -2.71 -1.07 -6.30
C -1.81 -2.16 -6.94
C 0.43 -1.33 -6.04
H 1.30 -4.80 -9.51
H -0.42 -4.95 -9.33
H 0.69 -6.08 -8.42
H 1.48 -3.88 -7.17
H -0.23 -4.32 -6.89
H -0.41 -2.54 -9.07
H 1.23 -2.18 -8.58
H -1.19 -0.67 -8.95
H 0.42 0.00 -8.43
H -1.50 1.61 -8.09
H -0.94 1.16 -6.51
H -3.31 0.00 -7.99
H -3.29 0.91 -6.47
H -3.68 -1.50 -6.15
H -2.26 -0.82 -5.34
H -2.21 -2.52 -7.90
H -1.66 -3.01 -6.32
H 0.67 -2.23 -5.47
H -0.09 -0.62 -5.45
H 1.36 -0.83 -6.32
C 0.85 10.87 2.20
C 1.71 9.98 1.31
C 0.91 9.39 0.19
N 1.46 8.09 -0.30
C 0.38 7.50 -1.22
C 0.72 6.21 -1.90
C 2.07 6.42 -2.60
C 3.21 7.04 -1.77
C 2.75 8.33 -1.15
C 1.67 7.21 0.84
H 1.51 11.48 2.84
H 0.19 10.38 2.88
H 0.16 11.53 1.65
H 2.10 9.17 1.93
H 2.49 10.53 0.80
H 0.83 9.99 -0.72
H -0.14 9.24 0.45
H 0.13 8.23 -1.98
H -0.51 7.53 -0.60
H -0.02 5.96 -2.68
H 0.70 5.34 -1.23
H 1.88 7.14 -3.42
H 2.45 5.51 -3.10
H 4.01 7.28 -2.48
H 3.54 6.35 -1.00
H 2.46 9.04 -1.92
H 3.43 8.70 -0.39
H 1.89 6.20 0.58
H 0.81 7.19 1.45
H 2.55 7.46 1.40
C 3.05 2.76 -1.84
C 2.80 1.74 -0.74
C 2.02 0.53 -1.28
N 1.39 -0.31 -0.16
C 0.57 -1.36 -0.93
C 0.00 -2.39 -0.03
C 1.03 -2.93 0.89
C 1.95 -1.95 1.60
C 2.50 -1.00 0.55
C 0.46 0.57 0.74
H 2.09 3.31 -1.98
H 3.20 2.33 -2.85
H 3.90 3.44 -1.61
H 2.24 2.15 0.11
H 3.77 1.42 -0.36
H 2.60 -0.10 -2.01
H 1.19 0.96 -1.86
H 1.26 -1.91 -1.60
H -0.25 -0.80 -1.39
H -0.52 -3.15 -0.62
H -0.77 -1.91 0.61
H 1.61 -3.69 0.33
H 0.52 -3.57 1.62
H 2.75 -2.50 2.04
H 1.47 -1.42 2.43
H 3.02 -1.58 -0.21
H 3.15 -0.28 1.04
H -0.18 1.20 0.12
H 1.10 1.09 1.46
H -0.15 -0.08 1.32
P 4.22 0.62 3.72
F 3.78 1.96 4.55
F 5.67 1.26 3.40
F 4.64 -0.13 5.11
F 4.56 -0.69 2.82
F 2.77 0.01 3.99
F 3.62 1.37 2.34
P -1.83 3.34 2.10
F -1.49 1.80 2.68
F -1.59 4.00 3.55
F -0.30 3.58 1.60
F -2.34 4.71 1.49
F -2.14 2.53 0.65
F -3.35 3.00 2.41